Density functional theory data (ωB97M-V with the def2-TZVPD basis set) for a molecular structure, C71H67N4PS3Sb2W.

Each line ends with the Mulliken spin population.
CARTESIAN COORDINATES (ANGSTROEM)
W  -0.186189  -0.288451  -0.023076  1.6493
N  1.632475  -0.102590  0.931951  0.0746
S  2.929305  0.625760  0.966343  0.0869
N  3.465272  1.051799  -0.497407  0.0092
S  3.458621  2.485694  -1.085121  0.0046
N  2.198554  3.342622  -0.770238  0.0097
S  0.669078  2.910613  -1.023534  0.0410
N  0.296561  1.455445  -0.905098  0.0384
C  0.249382  3.687093  -2.581734  0.0060
C  -0.330416  4.956235  -2.568969  0.0000
C  -0.545285  5.607709  -3.774600  -0.0008
C  -0.189564  5.004914  -4.972748  0.0012
C  0.397129  3.743990  -4.970972  -0.0002
C  0.631188  3.083253  -3.776382  0.0006
C  -0.120718  3.910167  0.192784  -0.0211
C  -1.387216  3.531089  0.613075  0.0074
C  -2.079973  4.368536  1.472025  0.0046
C  -1.501292  5.560080  1.896692  0.0003
C  -0.223289  5.915485  1.476342  0.0000
C  0.478970  5.093437  0.612928  -0.0025
C  4.777593  3.533822  -0.594332  0.0018
C  4.545357  4.863080  -0.258320  -0.0009
C  5.642043  5.675762  -0.016567  0.0002
C  6.928873  5.159732  -0.116316  0.0000
C  7.137160  3.821875  -0.445672  0.0004
C  6.058093  2.996970  -0.703400  -0.0004
C  3.779825  2.195324  -2.786799  0.0006
C  4.018063  0.904266  -3.246686  0.0009
C  4.362195  0.744804  -4.581708  0.0006
C  4.463871  1.853269  -5.415335  -0.0001
C  4.233734  3.138193  -4.925322  0.0002
C  3.895611  3.322463  -3.598161  -0.0008
C  4.258233  -0.326115  1.627943  0.0110
C  5.486534  -0.404559  0.985991  -0.0013
C  6.522895  -1.074983  1.621214  -0.0002
C  6.319137  -1.654881  2.866600  0.0007
C  5.077677  -1.570758  3.493682  0.0011
C  4.038616  -0.895633  2.878990  -0.0093
C  2.955977  2.027324  2.067436  0.0250
C  1.767374  2.468849  2.622332  -0.0166
C  1.802136  3.480894  3.570192  0.0007
C  3.017480  4.047154  3.934398  0.0000
C  4.204128  3.607206  3.353957  0.0014
C  4.185301  2.580628  2.426121  0.0017
H  -0.630290  5.436241  -1.649928  0.0000
H  -0.995124  6.593025  -3.772608  -0.0001
H  -0.366204  5.519326  -5.910213  0.0000
H  0.683561  3.271860  -5.904215  0.0000
H  1.124140  2.123043  -3.789471  0.0033
H  -1.824848  2.614048  0.262265  0.0196
H  -3.081501  4.102587  1.784845  0.0002
H  -2.051736  6.222459  2.554884  0.0000
H  0.220960  6.843695  1.814820  -0.0001
H  1.472831  5.359568  0.277895  0.0004
H  3.535630  5.243213  -0.190319  -0.0008
H  5.490416  6.715533  0.244807  0.0000
H  7.781696  5.807706  0.050274  0.0000
H  8.142859  3.427052  -0.512118  0.0000
H  6.211599  1.963577  -0.998378  -0.0005
H  3.948137  0.055049  -2.576439  -0.0003
H  4.576784  -0.247109  -4.962591  0.0001
H  4.739590  1.720501  -6.455376  0.0000
H  4.337392  3.998421  -5.576309  0.0000
H  3.733794  4.321280  -3.200905  -0.0002
H  5.619444  0.030431  0.006173  0.0014
H  7.491157  -1.146923  1.141038  0.0000
H  7.133743  -2.173361  3.359073  0.0000
H  4.928330  -2.018803  4.467063  0.0001
H  3.076794  -0.793070  3.372069  -0.0034
H  0.839659  2.030998  2.298946  0.0187
H  0.881133  3.827572  4.026266  0.0001
H  3.045428  4.828202  4.685773  0.0000
H  5.149405  4.050698  3.645891  0.0005
H  5.113608  2.195778  2.018352  0.0007
C  0.613209  -0.506977  -3.584719  0.0035
C  -0.753063  -0.292171  -4.258762  0.0047
C  -1.738428  0.653259  -3.564921  0.0191
Sb  -2.341221  0.040354  -1.608634  -0.1175
C  -3.624575  -1.519037  -2.252025  0.0122
C  -4.919473  -1.214034  -2.668151  -0.0016
C  -5.739827  -2.225263  -3.155788  0.0006
C  -5.279016  -3.534314  -3.218811  -0.0006
C  -3.987678  -3.839274  -2.808035  0.0000
C  -3.162915  -2.830597  -2.321115  -0.0012
C  -3.768810  1.526523  -1.139057  0.0000
C  -4.256602  1.605011  0.165653  0.0086
C  -5.297075  2.472273  0.471993  0.0011
C  -5.845193  3.273180  -0.525209  -0.0011
C  -5.347259  3.211205  -1.821037  0.0017
C  -4.312155  2.335385  -2.133858  -0.0001
Sb  0.639457  -1.961432  -2.009106  0.0241
C  0.055767  -3.653394  -3.156912  -0.0019
C  -0.172964  -4.883590  -2.544774  -0.0058
C  -0.416555  -6.001327  -3.330616  0.0010
C  -0.426238  -5.889884  -4.716075  -0.0006
C  -0.186434  -4.660492  -5.316306  0.0000
C  0.055907  -3.533328  -4.539954  -0.0015
C  2.681320  -2.510187  -1.868700  0.0171
C  3.297683  -2.673667  -0.632738  -0.0226
C  4.586395  -3.195477  -0.569892  0.0027
C  5.259295  -3.531305  -1.736299  -0.0005
C  4.639376  -3.368238  -2.972591  0.0001
C  3.343842  -2.875364  -3.040156  -0.0013
H  0.974867  0.379309  -3.092863  0.0048
H  1.363388  -0.822144  -4.308204  0.0011
H  -1.254905  -1.247753  -4.416509  -0.0021
H  -0.559773  0.112967  -5.256486  0.0014
H  -2.663848  0.675687  -4.134331  0.0000
H  -1.360047  1.667375  -3.492202  0.0002
H  -5.297450  -0.199687  -2.607986  0.0002
H  -6.744466  -1.988966  -3.486387  -0.0001
H  -5.930252  -4.320922  -3.584363  0.0000
H  -3.621631  -4.858711  -2.866857  -0.0001
H  -2.158741  -3.078887  -2.022194  0.0221
H  -3.836685  0.982166  0.945058  0.0080
H  -5.694620  2.514425  1.480999  0.0000
H  -6.669293  3.938680  -0.293996  -0.0001
H  -5.777297  3.834070  -2.597447  0.0000
H  -3.947461  2.287212  -3.153081  0.0009
H  -0.139902  -4.987497  -1.472944  -0.0030
H  -0.587475  -6.963150  -2.860084  0.0000
H  -0.608131  -6.763710  -5.328560  0.0000
H  -0.183809  -4.574600  -6.396354  -0.0001
H  0.241277  -2.588056  -5.033302  -0.0005
H  2.778614  -2.417299  0.278158  0.0032
H  5.060084  -3.353478  0.393628  -0.0003
H  6.260609  -3.945739  -1.686898  0.0000
H  5.157034  -3.655216  -3.880720  0.0003
H  2.843764  -2.805216  -4.002264  0.0013
C  -2.853139  -0.488345  2.941949  0.0071
P  -1.177040  -0.124429  2.331872  -0.0415
C  -0.220177  0.082299  3.859712  0.0029
C  -0.630922  -1.777260  1.745175  0.0539
C  -1.475246  -2.386061  0.793093  -0.0393
C  -1.220403  -3.720694  0.429185  0.0226
C  -0.135455  -4.398307  0.932587  0.0303
C  0.726010  -3.774370  1.839599  0.0036
C  0.477827  -2.487359  2.246592  0.0159
H  -3.530203  -0.770476  2.139756  -0.0049
H  -3.254893  0.395291  3.440762  0.0021
H  -2.778908  -1.302965  3.659762  -0.0018
H  -0.471203  -0.743925  4.523129  -0.0012
H  -0.497666  1.022894  4.336903  0.0003
H  0.845249  0.101407  3.655608  -0.0039
H  -2.490582  -2.053430  0.673037  -0.0067
H  -1.941580  -4.234172  -0.193160  0.0071
H  0.014414  -5.445135  0.693145  0.0026
H  1.561100  -4.324795  2.258382  -0.0022
H  1.115130  -2.030729  2.989023  0.0099

Atomic forces in eV per Å
1.74 2.48 0.80
-0.29 -0.05 0.28
-0.14 0.03 -0.14
0.47 -0.02 0.23
-0.30 -0.05 -0.01
0.05 0.03 -0.22
0.09 -0.08 0.04
-0.56 -0.30 0.20
0.10 0.06 0.08
-0.07 -0.18 0.02
-0.02 0.03 -0.07
0.00 -0.01 -0.04
0.00 -0.02 -0.04
0.07 0.02 0.05
-0.02 0.01 0.12
0.19 0.15 -0.02
-0.02 0.06 0.05
-0.04 0.01 0.03
-0.05 0.07 0.06
0.09 -0.04 0.04
-0.02 0.11 0.01
-0.01 -0.15 0.04
0.04 0.02 0.03
0.03 0.02 0.01
0.06 0.03 0.03
-0.03 -0.04 0.02
0.05 -0.05 -0.04
-0.08 0.01 -0.01
-0.01 0.01 -0.05
-0.01 -0.01 -0.01
0.02 0.02 -0.11
-0.03 0.02 0.05
0.13 -0.07 -0.16
-0.12 -0.02 0.06
0.04 -0.03 0.04
0.04 -0.01 0.01
0.03 -0.02 0.00
-0.05 -0.01 -0.03
0.10 0.00 0.03
0.14 0.13 -0.10
-0.04 0.09 0.00
-0.02 0.02 0.02
0.04 0.06 0.04
-0.03 -0.11 0.00
0.01 -0.01 -0.01
0.01 -0.06 0.00
0.02 -0.03 0.06
-0.02 0.06 0.06
0.00 0.01 0.00
-0.17 -0.14 -0.09
0.02 0.00 0.02
0.03 -0.05 -0.03
-0.02 -0.05 -0.02
-0.16 0.01 0.02
0.12 0.01 -0.02
0.02 -0.04 -0.03
-0.06 -0.05 0.03
-0.03 0.04 -0.03
-0.02 0.09 0.01
0.02 0.05 -0.07
-0.03 0.06 0.01
0.01 0.01 0.08
-0.02 -0.08 0.03
0.02 -0.11 -0.04
0.02 -0.02 0.02
-0.05 -0.01 0.02
-0.05 0.03 -0.03
0.02 0.01 -0.01
0.09 -0.01 -0.04
-0.22 -0.08 -0.02
0.07 -0.01 -0.04
0.00 -0.05 -0.06
-0.07 -0.05 -0.01
-0.06 0.05 0.02
-0.29 -0.15 -0.03
-0.04 0.14 0.10
0.36 -0.15 0.18
-1.51 0.03 -1.14
0.02 -0.03 0.29
0.02 -0.07 0.00
-0.01 0.08 0.00
-0.01 -0.07 -0.01
0.03 0.05 0.02
-0.28 0.00 -0.12
0.12 0.00 0.14
-0.10 0.10 -0.14
-0.01 0.02 0.00
0.01 0.00 0.00
-0.01 0.01 -0.01
0.03 0.03 0.08
0.79 -0.62 -1.14
-0.22 0.03 0.46
0.06 -0.02 -0.27
0.00 -0.03 0.02
0.02 0.07 0.00
0.00 -0.10 -0.05
-0.04 -0.06 -0.04
-0.03 0.06 0.26
0.11 -0.07 -0.22
0.01 0.00 0.02
0.01 -0.04 -0.03
0.02 0.00 0.01
-0.06 0.04 -0.01
0.15 0.32 0.04
0.05 -0.08 -0.01
-0.01 -0.03 -0.07
-0.05 -0.02 -0.03
-0.12 -0.01 -0.05
0.05 0.09 -0.01
-0.02 -0.04 -0.01
0.06 -0.02 0.05
0.06 0.09 0.01
-0.02 0.06 0.00
0.12 -0.03 0.05
-0.01 -0.02 0.03
0.03 -0.01 -0.09
0.08 -0.04 -0.01
0.03 -0.05 0.06
-0.03 0.02 0.01
0.03 -0.03 -0.03
0.02 0.06 -0.05
-0.01 0.03 0.02
-0.01 -0.01 0.05
0.00 -0.10 0.01
-0.09 0.05 0.13
-0.05 0.03 -0.08
-0.09 0.04 -0.01
-0.03 0.02 0.05
0.08 -0.02 0.03
-0.14 0.37 -0.13
0.23 -1.20 -0.14
0.00 0.41 -0.10
-0.26 -0.29 0.26
-0.02 -0.85 0.89
-0.12 -0.11 -0.18
-0.05 -0.12 0.09
0.11 -0.07 0.10
0.09 0.09 0.08
-0.02 -0.02 -0.01
-0.02 -0.01 -0.01
0.01 -0.02 0.05
-0.03 -0.03 0.03
0.00 -0.02 0.03
0.05 0.00 -0.04
-0.16 0.37 -0.43
0.01 0.01 0.01
0.02 0.07 -0.03
-0.06 0.05 -0.02
0.06 0.03 -0.06

Its HOMO energy (alpha / beta) is -17.11 / -17.11 eV. The relative energy (zero: lowest compared OMol25 entry of this formula, charge and spin) comes out at 0.0 kJ/mol. As for the energy: -137328.254 eV. The total charge is +4. Its spin multiplicity is 3. The HOMO-LUMO gap (alpha / beta) is 0.2213 / 0.2323 Ha.